Entry 1:
DFT (ωB97M-V/def2-TZVPD) results for a cluster of 2 separate species, CNO2S2 in total at a distorted geometry.

As for the net charge: -1. As for the energy above the lowest of the compared OMol25 structures with the same formula, charge and spin: 1.0904 eV. The orbital gap is 5.28 eV. As for the HOMO energy: -3.9339 eV. As for the strongest force on any atom: 2.73 eV Å⁻¹.

The geometry in XYZ format:
```
6
Properties=species:S:1:pos:R:3:mulliken_charge:R:1
C 1.507 1.471 -0.736 0.365
N 2.495 1.932 -1.167 -0.661
O -1.620 -1.043 2.010 -0.422
O 0.483 1.036 -0.288 -0.671
S -1.311 -2.533 -0.376 -0.213
S -1.554 -0.862 0.557 0.603
```

Entry 2:
DFT (ωB97M-V/def2-TZVPD) results for a structure of composition CNO4S2Sn at a distorted geometry.

As for the net charge: +1. The orbital gap is 7.64 eV. As for the HOMO energy: -13.3901 eV. As for the strongest force on any atom: 8.89 eV Å⁻¹.

The geometry in XYZ format:
```
9
Properties=species:S:1:pos:R:3:mulliken_charge:R:1
Sn -0.119 -0.682 1.308 0.890
N -0.843 2.268 0.008 -0.167
S 0.372 2.339 0.996 0.509
O 0.720 0.973 1.650 -0.456
S -1.803 1.150 -0.548 0.490
O -1.396 -0.283 -0.054 -0.529
O 0.968 -1.674 0.016 -0.378
C 0.942 -1.938 -1.133 0.815
O 1.160 -2.155 -2.243 -0.174
```

Entry 3:
DFT (ωB97M-V/def2-TZVPD) results for a structure of composition CNO4S2Tl at a distorted geometry.

As for the net charge: +2. As for the energy above the lowest of the compared OMol25 structures with the same formula, charge and spin: 0.0000 eV. The orbital gap (alpha / beta) is 8.36 / 5.17 eV. As for the HOMO energy (alpha / beta): -19.8810 / -18.2838 eV. As for the strongest force on any atom: 9.08 eV Å⁻¹.

The geometry in XYZ format:
```
9
Properties=species:S:1:pos:R:3:mulliken_charge:R:1
Tl 0.337 0.996 -1.003 0.990
N -1.673 0.827 1.653 -0.120
S -2.469 0.711 0.304 0.761
O -1.567 0.846 -0.957 -0.313
S -0.170 1.013 2.079 0.748
O 0.809 1.029 0.860 -0.329
O 1.101 -0.826 -1.381 -0.420
C 1.609 -1.791 -0.947 0.824
O 2.023 -2.806 -0.607 -0.140
```

Entry 4:
DFT (ωB97M-V/def2-TZVPD) results for a cluster of 2 separate species, CNO5P2 in total at a distorted geometry.

As for the net charge: -1. As for the energy above the lowest of the compared OMol25 structures with the same formula, charge and spin: 0.3437 eV. The orbital gap (alpha / beta) is 6.99 / 6.99 eV. As for the HOMO energy (alpha / beta): -3.6184 / -3.6184 eV. As for the strongest force on any atom: 3.43 eV Å⁻¹.

The geometry in XYZ format:
```
9
Properties=species:S:1:pos:R:3:mulliken_charge:R:1
C 1.950 0.043 -0.629 0.654
N -1.936 0.435 -0.331 0.615
O 1.914 -0.214 -1.741 -0.373
O 2.239 0.500 0.407 -0.396
O -0.817 0.622 0.440 -0.259
O -2.657 1.381 -0.603 -0.577
O -0.111 -1.324 1.919 -0.655
P -0.160 -1.009 0.512 0.173
P -2.164 -1.455 -0.490 -0.181
```

Entry 5:
DFT (ωB97M-V/def2-TZVPD) results for a structure of composition CO2S at a distorted geometry.

As for the net charge: 0. As for the energy above the lowest of the compared OMol25 structures with the same formula, charge and spin: 0.7761 eV. The orbital gap (alpha / beta) is 7.47 / 7.47 eV. As for the HOMO energy (alpha / beta): -10.2674 / -10.2666 eV. As for the strongest force on any atom: 6.59 eV Å⁻¹.

The geometry in XYZ format:
```
4
Properties=species:S:1:pos:R:3:mulliken_charge:R:1
C -0.234 0.113 -0.013 0.686
O -0.488 1.229 0.004 -0.348
O -0.173 -1.003 0.005 -0.302
S 2.176 -0.260 -0.003 -0.035
```

Entry 6:
DFT (ωB97M-V/def2-TZVPD) results for the ion CO3PS with charge -1 at a distorted geometry.

As for the net charge: -1. As for the energy above the lowest of the compared OMol25 structures with the same formula, charge and spin: 0.2617 eV. The structure (SMILES) is O=POC([O-])=S. The orbital gap is 7.33 eV. As for the HOMO energy: -3.7284 eV. As for the strongest force on any atom: 4.30 eV Å⁻¹.

The geometry in XYZ format:
```
6
Properties=species:S:1:pos:R:3:mulliken_charge:R:1
O -2.668 -0.197 0.349 -0.444
P -1.504 -0.540 -0.403 0.401
O -0.294 0.461 0.194 -0.206
C 1.077 0.315 0.015 0.379
O 1.791 1.273 -0.217 -0.562
S 1.598 -1.313 0.061 -0.568
```

Entry 7:
DFT (ωB97M-V/def2-TZVPD) results for a cluster of 2 separate species, CO4P in total at a distorted geometry.

As for the net charge: -1. As for the energy above the lowest of the compared OMol25 structures with the same formula, charge and spin: 0.1744 eV. The orbital gap is 7.90 eV. As for the HOMO energy: -4.0193 eV. As for the strongest force on any atom: 2.22 eV Å⁻¹.

The geometry in XYZ format:
```
6
Properties=species:S:1:pos:R:3:mulliken_charge:R:1
C -1.009 0.370 0.539 0.819
O -0.113 1.072 0.680 -0.366
O -2.086 -0.100 0.493 -0.458
O 1.160 0.422 -1.944 -0.511
O 0.504 -1.410 -0.212 -0.503
P 1.587 -0.693 -0.984 0.020
```

Entry 8:
DFT (ωB97M-V/def2-TZVPD) results for a cluster of 2 separate species, CO4P in total at a distorted geometry.

As for the net charge: -1. As for the energy above the lowest of the compared OMol25 structures with the same formula, charge and spin: 0.5333 eV. The orbital gap is 8.73 eV. As for the HOMO energy: -4.7118 eV. As for the strongest force on any atom: 4.94 eV Å⁻¹.

The geometry in XYZ format:
```
6
Properties=species:S:1:pos:R:3:mulliken_charge:R:1
C -1.263 -0.180 -0.138 0.701
O 2.854 -0.573 0.156 -0.496
O -1.272 -0.672 0.880 -0.380
O -1.782 0.323 -1.065 -0.469
O 0.682 -0.006 -0.603 -0.331
P 1.894 0.526 0.080 -0.025
```

Q: The highest strongest force on any atom belongs to which entry?
A: CNO4S2Tl

Q: The highest strongest force on any atom belongs to which entry?
A: CNO4S2Tl

Q: Look up the strongest force on any atom of the eighth one.
A: 4.94 eV Å⁻¹